ORCA calculation (ωB97M-V/def2-TZVPD) on C33H81BaN2O12 as an isolated structure.

The calculation puts the LUMO energy at -3.34 eV. The net charge is +1. The HOMO-LUMO gap comes out at 0.2235 hartree.

Each line ends with the Mulliken charge.
Cartesian coordinates (Å):
H -3.6065 2.9140 3.0722  0.507
H 5.1609 -0.4235 -2.6361  0.390
C 6.0296 2.0159 0.7814  -1.922
C -0.8794 -2.1004 2.8177  -1.200
H -0.9184 -4.7808 -3.5887  0.187
C -2.6520 1.1496 3.8637  1.512
H -2.1884 -3.9802 -5.3185  0.290
H 0.7479 -0.1994 -3.9854  0.291
H -1.2362 4.0004 -0.0966  -0.039
H 1.0551 -2.2830 -0.8998  -0.478
C -2.6724 -1.7887 4.5550  -1.155
C -3.0480 2.0743 2.6585  -1.923
N 4.3043 1.6038 -0.7638  0.826
H 6.7498 0.9153 -3.7934  0.460
H -6.2511 -3.2309 0.5503  0.416
H -2.1856 2.5393 2.1808  0.402
H -6.2468 2.4405 -1.0980  0.408
O -0.0770 0.7765 0.1116  0.095
H -0.0426 -1.3142 -3.0112  -0.542
C 1.7204 -4.2091 -1.2392  -1.346
H 3.0862 1.2464 0.5989  0.333
H 0.6522 -1.3126 4.8618  0.318
O -2.0336 -3.1231 -2.8165  -0.138
H -0.8616 -0.8049 -5.6940  0.262
H -2.2099 1.3300 6.0600  0.352
H 1.6592 -1.9212 -5.3358  0.452
C -4.5756 -1.8315 0.4233  0.402
H -2.4818 -2.4615 5.3911  0.432
H -3.2984 -2.3387 3.8523  0.182
O -1.2535 1.0605 -1.7845  -0.550
O -0.4660 -3.5737 -0.5071  -0.641
C -1.3663 -1.1313 3.9791  2.119
H -0.5467 0.8439 1.9392  0.302
H -5.4619 1.4469 0.0691  0.282
C 0.9130 -3.2396 -0.3970  1.028
H -4.7191 -3.9184 0.1148  0.293
H 0.6805 -3.2506 -4.4713  0.288
C -0.9359 0.3620 -0.8130  -0.032
H -3.2531 2.4290 -0.2740  -0.130
C 3.3930 -0.7992 2.6826  -0.162
H -0.9328 -2.8954 -0.0135  0.088
C 6.1346 1.3864 -3.0267  -1.041
H 4.8802 4.2552 -0.2390  0.356
Ba -3.2417 -0.6379 -3.0730  1.780
C -2.1765 1.8760 5.1171  -1.956
C 3.7178 1.1507 -2.0462  2.287
H 3.4158 2.9848 -3.3020  0.403
O -4.7488 -1.6024 -1.0046  -0.290
H -1.4287 -3.1157 -2.0711  0.187
H 1.5513 -5.2428 -0.9377  0.395
H -3.6034 1.4897 1.9252  0.132
C -5.2951 1.9559 -0.8802  -0.382
C 4.8435 0.5643 -2.9701  -1.432
C 5.6271 2.2734 -0.6492  1.268
H 2.0414 0.1384 -1.0476  -0.418
C -5.1806 -3.1550 0.7412  -1.374
H 6.0040 2.3374 -3.5431  0.389
H -2.1131 5.2989 -0.8452  0.270
H -3.7632 -4.3390 -4.6235  0.256
H -4.4430 0.0677 3.3660  0.015
H 4.3012 -0.9951 2.1126  0.436
C -3.6570 -0.8030 5.1653  -0.772
O -5.1305 1.0890 -1.9678  -0.374
H -0.5776 -1.6328 6.0126  0.352
O -1.0964 -0.9608 -4.7763  -0.466
C 6.6619 1.6050 -1.5790  -1.160
H 6.5309 4.3053 -0.7064  0.442
C 2.9211 -0.0906 -1.6491  -1.051
H -1.3330 2.9145 -2.3709  0.257
O -1.4819 -0.7681 -0.7023  -0.401
H 1.8615 -2.3325 -3.6803  0.197
H 2.7912 -1.6946 2.8384  0.212
H -4.3927 3.7843 -0.2950  0.483
H 3.3823 -0.8164 -0.9793  0.351
O -0.5033 0.9022 2.8964  -0.347
H -1.4682 -2.1990 1.9057  -0.222
H 0.1189 -1.8315 2.4724  -0.271
H 1.4321 -4.0126 -2.2718  0.141
H -3.2446 -0.5286 6.1363  0.329
H -4.9612 -0.9862 0.9934  0.253
H -2.8168 2.7198 5.3741  0.493
C -4.1084 2.8587 -0.7954  -0.896
H 7.5630 2.2051 -1.7062  0.464
C 3.7545 -0.2872 4.0288  -1.397
H -2.6278 -5.6142 -5.1615  0.392
C 5.5847 3.8213 -0.9486  -1.669
H 4.3053 -1.0604 4.5644  0.425
C -2.7208 -4.6564 -4.6496  -1.283
H 5.2609 4.0929 -1.9534  0.311
H -0.3685 -0.0440 5.5283  0.347
H 7.0033 2.4445 1.0187  0.473
H -4.5430 1.0990 4.7593  0.467
C -0.3988 4.5695 -2.0794  0.427
H -0.6438 5.6634 -0.1849  0.467
C 2.8952 2.2188 -2.7272  -2.224
H -4.6315 -1.2513 5.3586  0.439
O 2.5753 0.1521 2.0776  -0.467
O -1.2050 3.7556 -2.8156  -0.565
H 1.6765 -0.0714 2.3302  0.014
H -0.2580 5.4551 -2.6991  0.432
H 2.6819 -0.6872 -2.5294  0.343
H 2.8912 0.0807 4.5832  0.245
H -3.5292 -1.9053 0.7196  -0.263
C -0.3759 -1.0517 5.1128  -1.729
H -5.0191 -3.4131 1.7877  0.354
O 3.2606 2.0531 0.1087  -0.294
H -2.2441 -5.1990 -2.5676  0.391
H -5.6860 -1.4085 -1.0801  0.190
H -0.7417 -3.1041 3.2200  0.493
H 7.0041 0.6434 -1.1965  0.381
H 6.1678 0.9448 0.9287  0.353
H 2.8091 -4.1598 -1.2605  0.336
H -5.9633 0.6697 -2.1962  0.230
H 4.3509 0.6143 3.8883  0.357
H 5.3182 2.3978 1.5136  0.356
H -1.1537 2.2391 5.0165  0.311
C -3.8976 0.3782 4.2572  -0.870
C -1.1184 4.8630 -0.7525  -0.819
N -1.6003 0.2279 3.3695  1.061
C -1.9277 -4.4725 -3.3161  -0.155
H 4.4094 0.4772 -3.9661  0.525
H 0.2450 1.5736 -0.3156  -0.199
H 1.1674 -3.1746 0.6609  0.302
C 1.1018 -2.2454 -4.4570  -1.237
H -3.7931 3.1757 -1.7895  0.445
H 2.2046 2.7366 -2.0615  0.314
H 0.6133 4.1881 -1.9441  -0.299
H 2.2668 1.7130 -3.4602  0.380
C 0.1340 -1.0966 -4.0646  0.953



ORCA calculation (ωB97M-V/def2-TZVPD) on a 7-piece molecular cluster, C33H82N4O10 overall.

The calculation puts the LUMO energy at 0.49 eV. The net charge is 0. The HOMO-LUMO gap comes out at 0.3197 hartree. The value obtained for the energy above the lowest of the compared OMol25 structures with the same formula, charge and spin is 0.0 kcal/mol.

Each line ends with the Mulliken charge.
Cartesian coordinates (Å):
O 1.8316 -0.3904 -2.9712  0.185
H 0.8710 -3.4987 4.8593  0.349
C -4.2043 -1.2245 -2.1410  1.881
H -3.0414 4.1132 -1.2121  0.341
H 4.5036 7.1708 -3.7426  0.273
H 2.7559 0.5794 4.3760  0.303
C 0.6544 1.2409 0.9145  -0.373
C 2.2586 -1.4054 3.5587  -0.364
C -5.0029 0.1533 -2.2746  -1.683
C 5.2343 3.1279 -1.6262  -0.754
H 1.4646 4.0826 -3.7209  0.395
H -5.2141 0.9749 3.1984  0.374
H -3.3246 1.0687 4.7946  0.374
H 2.0965 -4.9256 6.4634  0.506
H 0.1497 1.5055 -0.0016  -0.307
C 2.3849 -3.9046 6.2875  -0.738
H 1.8527 -3.2779 7.0495  0.337
H 2.3715 -3.1600 -0.0829  0.081
C 4.0643 -0.6825 -3.6539  -0.687
C 4.0297 -0.3161 -1.1451  -0.051
H 5.4473 -4.1254 7.3812  0.241
H -0.4442 -4.2904 -0.1112  0.367
O -3.6477 -0.9452 0.0815  0.044
C -6.1271 -2.7893 -2.8304  -0.598
H -4.8400 0.4880 -3.3316  0.387
C -5.5358 -2.3407 -0.3140  1.977
H -3.8964 2.6415 4.4080  0.415
H 6.0569 -0.3368 2.3440  0.327
C -6.6159 -1.2445 0.0240  -1.675
H 1.3315 2.0273 1.0445  0.397
H -5.0404 -2.5670 1.7353  0.314
H 2.4415 -4.1024 4.1753  0.239
H -1.1308 0.5432 2.0491  0.121
H -2.4078 4.2581 0.5423  0.202
O 1.4219 0.0543 0.7861  1.202
H 4.0085 6.2544 -5.1691  0.212
C -0.9973 2.7887 -2.0938  -0.094
H -4.5617 0.8526 -1.6031  0.287
O 3.0231 5.7448 -3.5043  -0.195
H 2.7107 -2.3009 -3.1661  0.155
H 0.1184 -0.5631 -4.0694  0.498
C 1.5102 4.9317 -1.8750  0.047
H -2.2124 -1.8337 -1.9420  0.266
O 4.4269 -0.1561 3.5454  -0.460
C 0.2951 -3.6180 0.3283  -0.286
H -7.1061 -1.4425 0.9821  0.447
C 0.3468 2.8669 -2.6191  -0.079
H 4.7401 -1.1815 -4.3430  0.504
H 3.4332 -2.0632 5.1073  0.362
H -0.8378 2.3213 1.9614  0.546
O -4.3675 1.9359 1.6967  -0.489
N 4.6680 -0.9247 -2.3250  -0.378
C 4.9709 -0.4860 2.3009  -0.214
H 4.6402 0.2594 1.5931  -0.118
H 3.6309 1.4348 -0.1390  0.359
H -4.1597 -0.1739 0.1689  -0.026
C 1.6802 -3.9526 -0.2662  -1.007
H 2.8391 7.4493 -4.5370  0.322
C -2.6941 -0.9906 -2.4523  -1.407
C 3.6367 6.7232 -4.2415  -0.802
H -3.9734 -3.0817 -3.1010  0.458
H -4.5627 2.8687 1.8491  0.259
H -3.7507 0.1454 2.5760  0.069
H -2.4066 2.0169 3.7734  0.270
N 0.7953 4.2178 -2.9662  -0.443
H 1.0161 2.3190 -1.9390  -0.593
H 2.7108 0.5604 2.6457  -0.054
H 2.6901 6.8220 -1.7068  0.348
C -4.2035 1.1369 2.8376  0.144
C -5.3250 -3.2264 0.8869  -2.086
H 2.3504 -1.3247 -4.6851  0.499
H -0.1231 -0.0858 -2.3113  -0.241
H -4.6408 -1.8780 -4.1687  0.462
C -2.3975 3.6348 -0.4271  -0.483
H -1.7247 3.2675 -2.7716  0.885
H 0.3970 2.2313 -3.5059  0.617
H -6.0501 0.0435 -2.1032  0.427
C 3.9251 1.1849 -1.1501  -0.001
H 3.0016 -0.7233 -0.9864  -0.542
C 2.1489 6.1729 -2.4476  -0.722
C 4.3914 -4.3316 7.4219  -0.776
H 4.7117 -1.4971 2.0005  0.261
H -6.2056 -3.8335 1.1178  0.442
H 6.2661 3.3677 -1.8054  0.367
O 5.2394 1.7238 -1.4068  -0.496
C 0.4624 -0.6983 -3.0294  -1.060
H -6.8125 -1.9466 -2.9401  0.285
H 2.2767 4.2389 -1.3474  -0.130
H 3.1685 1.6218 -1.8513  0.070
H -7.0756 -3.7430 -1.1627  0.350
C 1.9390 -3.4408 4.9206  -0.515
H -2.3191 -0.0310 -2.0477  -0.397
H 0.1452 1.2430 3.0428  0.311
H 5.6076 -0.4821 -2.3267  0.397
H -6.4369 -3.6296 -3.5218  0.409
N 2.4614 -2.0857 4.7979  -0.216
H -2.5937 -1.0796 -3.5387  0.355
H 0.2819 -3.6640 1.4396  0.303
H -5.4092 -4.1633 -1.3974  0.457
H -7.3963 -1.1863 -0.7174  0.362
H -0.8544 -1.9506 0.2882  -0.042
O 3.7943 -3.8164 6.2943  -0.279
C -3.4473 1.7428 3.9653  -1.364
H 2.1667 -4.7956 0.2068  0.438
C -0.3582 1.3623 2.0334  -1.100
H 1.2304 -1.2053 3.4723  0.394
H 0.7247 5.1479 -1.1445  0.289
H 3.9496 0.4237 -3.8299  0.214
H -1.3380 1.7399 -2.0131  -0.388
H 3.9482 -3.9526 8.3205  0.348
H 4.2092 -5.4642 7.5101  0.248
C 3.0211 -0.0389 3.5082  -0.217
H 0.3704 -1.7435 -2.7292  0.575
H 4.6125 -0.5550 -0.2275  0.197
H 1.3365 6.7911 -2.9012  0.398
C -6.0877 -3.3126 -1.3926  -1.510
H 0.9397 -0.7525 0.5086  -0.379
H -4.5488 -3.9415 0.6567  0.469
H 4.8110 3.6191 -0.7622  0.267
N -4.2563 -1.8359 -0.8142  0.176
C 2.6589 -1.3102 -3.6475  -0.554
H 1.6713 -4.1291 -1.3639  0.288
C -4.7041 -2.2601 -3.1730  -1.390
O -1.0637 3.5667 -0.8752  -0.331
H 4.6412 3.3944 -2.5370  0.248
O -0.0387 -2.2495 -0.1132  -0.147
H 2.5014 -1.9214 2.6415  -0.063
H -2.7682 2.6366 -0.2199  0.031
H -6.1920 -0.2526 0.1393  0.278



ORCA calculation (ωB97M-V/def2-TZVPD) on C33H83CuN6O13 as an isolated structure.

The calculation puts the LUMO energy (alpha / beta) at -5.28 / -6.69 eV. As for the spin multiplicity: 2. The net charge is +1. The HOMO-LUMO gap (alpha / beta) comes out at 0.1786 / 0.1268 hartree. As for the expectation value of S²: 0.760. The value obtained for the energy above the lowest of the compared OMol25 structures with the same formula, charge and spin is 146.3 kcal/mol.

Each line ends with the Mulliken spin population.
Cartesian coordinates (Å):
O -0.6232 -5.4997 1.4567  0.000
H -3.8747 5.3084 0.4040  0.000
H 6.7575 -0.2149 3.4736  0.000
C 3.9080 -2.4702 -4.7132  0.000
H -2.5678 -5.4439 2.3851  0.000
C 1.1229 -3.7555 1.1678  0.000
H -1.6570 3.5394 -6.0961  0.000
H 3.9101 2.9294 3.9689  0.000
H -4.5979 1.8798 -1.6003  0.000
H 8.6880 2.0328 7.0616  0.000
O -6.2616 5.5062 -0.7815  0.000
H -7.8427 5.4775 -2.1959  0.000
C 3.5819 0.6457 -6.7301  0.000
H 2.5075 1.8002 -5.4116  0.004
C 3.9289 2.9311 -6.3325  -0.003
O 4.5327 3.9694 2.2355  0.000
H -5.2448 -0.2988 4.3773  0.000
C 3.1306 -0.7633 -6.2045  -0.001
H -5.1921 -1.6335 3.2658  0.000
C -5.2517 -5.3297 6.6678  0.000
H 6.3421 2.6393 3.7643  0.000
O 2.0444 4.2749 -5.3699  -0.001
H -1.7506 0.8961 -7.1247  0.000
C -1.6562 -6.0387 2.3272  0.000
O 0.1781 0.9146 -0.8894  0.009
C 1.3210 -6.2905 4.7416  0.000
O -3.4295 -1.4039 4.4738  0.000
H -2.3213 1.3845 -8.7720  0.000
H -4.9511 4.9033 -2.3284  0.000
H -7.0302 -4.2579 6.1974  0.000
H 3.8156 -3.2549 -5.4640  0.000
H -4.9019 3.1719 0.3036  0.000
H 1.7512 6.2872 -4.7578  0.000
O 2.3643 -6.6291 3.8855  0.000
H 3.3662 -3.5244 2.8815  0.000
H -5.8138 -5.8934 7.4125  0.000
H -1.6195 -0.6193 3.7391  0.000
H 5.4542 1.7207 1.7170  0.000
H -2.6169 4.1066 0.4821  0.000
H -6.7244 -1.7213 5.0726  0.000
H -6.8066 0.4399 -7.3951  0.000
H -4.4788 -3.6905 5.1897  0.000
H 3.1175 -2.6575 -3.9864  0.000
H -3.0316 -6.7388 6.4802  0.000
H -3.4911 3.3922 -7.6091  0.000
C -4.5392 3.6114 -0.6256  0.000
H -2.9091 0.5282 4.2444  0.000
H -4.0196 0.9204 -6.1335  0.000
Cu 5.1757 0.2949 -3.4736  0.000
C 1.5162 5.2729 -4.4351  0.000
H 3.2904 -1.3473 -7.1109  0.000
H -3.7504 -6.7808 8.1702  0.000
C -5.5525 4.4721 -1.5280  0.000
H 0.6701 -5.5008 4.3663  0.000
H -1.1190 2.3009 -7.9395  0.000
H 4.4249 0.7064 2.6918  0.000
N 5.9923 1.6919 3.7508  0.000
N -3.8841 2.5689 -1.4114  0.000
C 5.0125 1.6243 2.7089  0.000
H -6.1127 -0.4273 -8.7387  0.000
H -0.1828 -4.0857 2.9432  0.000
H -5.1127 2.2363 -6.1609  0.000
H 3.7496 5.4791 0.9821  0.000
C -3.2369 -6.1991 7.4047  0.000
H -2.2145 -6.0335 7.7444  0.000
H 1.9054 -3.9507 3.5493  0.000
O 3.8984 -1.0797 -5.0248  0.000
H 3.0024 0.9160 -7.6128  0.000
H 5.0044 2.8642 -6.4967  -0.001
C -5.8706 0.0381 -7.7833  0.000
H 3.6315 3.8444 0.3902  0.000
N -5.4652 -3.4744 5.1702  0.000
O 2.2410 0.5538 -1.8231  0.580
H 0.4388 5.1136 -4.3918  0.000
H 1.9264 5.0537 -3.4493  0.000
H 7.7384 1.0594 2.7093  0.000
C 4.0482 2.8054 2.8948  0.000
C -4.8658 -1.3135 4.2554  0.000
C -7.1792 6.1824 -1.6949  0.000
C -0.2573 -4.1596 1.8583  0.000
H 3.1136 2.4748 2.4418  0.000
H 1.8102 -6.0609 5.6882  0.000
N 2.2046 -4.6507 1.5071  0.000
H -7.8292 6.8825 -1.1702  0.000
H -2.0673 -6.9325 1.8580  0.000
H 3.3881 3.0478 -7.2717  0.000
H 1.8139 -5.5820 1.5203  0.000
H 4.8470 -2.6950 -4.2074  0.000
H -5.9389 -3.4365 7.2677  0.000
C 8.0847 0.8579 4.8137  0.000
H -1.0049 -3.4478 1.5081  0.000
N -2.4674 2.9988 -5.8293  0.000
H -6.6402 6.8090 -2.4055  0.000
H 9.6904 3.3303 6.4060  0.000
O 0.4600 1.0307 -3.0413  0.493
O -3.9270 -5.0137 6.9863  0.000
C -3.3870 4.5199 -0.1692  0.000
H -5.4075 -1.5795 6.1894  0.000
H -1.3961 -6.3551 3.3374  0.000
C -4.4171 1.6887 -6.7968  0.000
O 8.7283 2.1224 4.9473  0.000
H 4.0487 -5.8240 2.9499  0.000
H -2.8260 4.9614 -0.9929  0.000
H 2.0723 -0.8198 -5.9496  -0.001
C -3.1383 2.5183 -7.0615  0.000
H 3.6892 -5.1758 4.5194  0.000
N 3.4740 1.6746 -5.6765  -0.001
H 2.5814 4.4453 1.7012  0.000
C -5.6995 -2.0476 5.2493  0.000
H 3.9472 4.1650 -4.5480  0.000
H -1.9975 2.2150 -5.3992  0.000
H -2.9798 -0.3256 2.7035  0.000
C 3.2237 -5.5546 3.6095  0.000
C 0.9870 0.8373 -1.9389  -0.087
H -6.3219 3.7943 -1.8978  0.000
H 0.8988 -3.7033 0.1023  0.000
C 2.6488 -4.3447 2.8564  0.000
H 4.5729 0.5531 -7.1746  0.000
H -3.6597 2.9791 -2.3067  0.000
O -5.0033 1.1282 -8.0260  0.000
H -5.3300 -0.7312 -7.2320  0.000
H 0.7513 -7.1875 4.9843  0.000
H 10.1939 1.6040 6.4035  0.000
C -2.0290 1.7230 -7.7780  0.000
H 3.8463 5.1187 -6.0245  0.000
C 3.5939 4.4474 1.2975  0.000
H -0.6780 0.9961 -1.3160  0.006
C -2.6908 -0.4185 3.7503  0.000
H 8.8948 0.1462 4.6547  0.000
H 1.3967 -2.7244 1.3914  0.000
C 7.1685 0.7870 3.5976  0.000
C 9.3687 2.3001 6.2533  0.000
H -5.2081 -6.0015 5.8106  0.000
C 3.4842 4.2154 -5.5334  0.001
H 7.5534 0.4958 5.6938  0.000
C -5.9727 -4.0642 6.3773  0.000



no.,DFT total energy (Ha)
1,-2343.5819
2,-2277.6954
3,-4253.5838